1.
C13H35As3NNiO6P2 as an isolated structure at a distorted geometry. Source: OMol25; level of theory: ωB97M-V/def2-TZVPD.

Orbital gap (alpha / beta) in hartree: 0.3242 / 0.2852
Expectation value of S²: 2.01
LUMO energy (alpha / beta) in eV: -2.16 / -3.23
E_HOMO (alpha / beta) in eV: -10.98 / -10.99

```
! wB97M-V def2-TZVPD RIJCOSX def2/J DEFGRID3
* xyz 1 3
Ni 8.964 6.141 9.751
C 12.400 5.550 9.734
As 11.182 6.976 10.082
C 11.857 8.604 9.162
C 11.476 7.487 11.942
C 10.996 6.680 13.274
C 11.367 5.175 13.320
C 9.480 6.897 13.452
As 8.318 6.149 12.136
C 7.795 4.368 12.809
C 6.627 7.024 12.459
C 11.670 7.448 14.461
As 11.254 7.406 16.445
C 11.255 5.482 16.929
C 9.235 7.681 16.505
H 13.433 5.868 9.924
H 12.288 5.229 8.681
H 12.268 4.695 10.386
H 12.728 9.044 9.590
H 10.978 9.308 9.306
H 11.851 8.531 8.084
H 10.991 8.452 11.971
H 12.574 7.602 11.911
H 10.820 4.628 12.555
H 11.125 4.675 14.265
H 12.407 4.933 13.234
H 9.163 7.941 13.511
H 9.146 6.348 14.310
H 8.535 4.034 13.497
H 7.870 3.630 12.022
H 6.794 4.350 13.364
H 5.810 6.493 12.062
H 6.600 8.115 12.129
H 6.529 6.961 13.559
H 11.335 8.495 14.221
H 12.752 7.356 14.431
H 12.019 4.981 16.326
H 10.299 4.975 16.738
H 11.560 5.428 17.976
H 8.854 8.586 15.946
H 9.076 7.913 17.578
H 8.670 6.770 16.343
N 5.321 6.783 7.148
C 6.785 6.775 6.895
C 7.041 6.905 5.280
P 7.361 5.109 7.412
O 7.580 4.137 6.051
O 6.241 4.590 8.244
O 8.746 5.150 8.035
P 7.729 8.091 7.751
O 6.507 9.098 7.705
O 8.924 8.344 6.967
O 7.902 7.698 9.214
H 5.191 6.062 7.843
H 4.762 6.507 6.384
H 5.084 7.759 7.488
H 6.658 6.009 4.783
H 8.104 7.056 5.316
H 6.588 7.781 5.031
H 6.775 3.639 5.858
H 6.717 9.942 7.277
*
```

***

2.
C13H36BrInNO3S3 as an isolated structure. Source: OMol25; level of theory: ωB97M-V/def2-TZVPD.

Orbital gap in hartree: 0.2179
LUMO energy in eV: 1.94
E_HOMO in eV: -3.99

```
! wB97M-V def2-TZVPD RIJCOSX def2/J DEFGRID3
* xyz -1 1
C 1.663 -3.305 0.998
C 1.935 -2.528 -0.286
C 1.891 -1.003 -0.095
Br 3.626 -0.218 -0.662
In 0.131 -0.019 -1.109
C -1.305 0.339 0.559
C -1.548 -0.844 1.515
C -2.885 -1.509 1.268
C -2.934 -2.307 -0.045
N -1.649 -2.967 -0.345
H 2.071 -4.310 0.957
H 2.099 -2.811 1.866
H 0.594 -3.389 1.189
H 2.917 -2.816 -0.656
H 1.185 -2.809 -1.025
H 1.879 -0.790 0.969
H 0.623 1.470 -1.957
H -0.527 -1.231 -2.253
H -2.245 0.739 0.193
H -0.852 1.139 1.148
H -1.532 -0.484 2.548
H -0.763 -1.592 1.445
H -3.152 -2.175 2.093
H -3.640 -0.721 1.234
H -3.709 -3.070 0.026
H -3.238 -1.645 -0.854
H -1.809 -3.952 -0.510
H -1.239 -2.605 -1.199
C 4.488 -8.143 -0.570
S 3.431 -6.711 -0.304
O 3.538 -6.387 1.137
C 1.876 -7.582 -0.521
H 5.515 -7.816 -0.426
H 4.237 -8.916 0.156
H 4.356 -8.508 -1.589
H 1.809 -8.387 0.211
H 1.817 -7.972 -1.538
H 1.080 -6.859 -0.357
C -3.041 5.169 0.212
S -3.300 3.980 -1.106
O -3.412 2.651 -0.461
C -1.625 4.066 -1.742
H -3.959 5.244 0.792
H -2.232 4.801 0.845
H -2.782 6.138 -0.215
H -0.932 3.787 -0.949
H -1.429 5.077 -2.104
H -1.542 3.344 -2.550
C -0.117 7.672 1.621
S -0.221 8.563 0.065
O -1.243 7.860 -0.749
C 1.375 8.033 -0.563
H -1.054 7.829 2.149
H 0.022 6.611 1.417
H 0.711 8.067 2.210
H 1.400 6.944 -0.603
H 2.165 8.417 0.083
H 1.484 8.444 -1.563
*
```

***

3.
A 6-piece molecular cluster, C13H36BrO7S7 overall at a distorted geometry. Source: OMol25; level of theory: ωB97M-V/def2-TZVPD.

Orbital gap in hartree: 0.1540
LUMO energy in eV: -5.62
E_HOMO in eV: -9.81

```
! wB97M-V def2-TZVPD RIJCOSX def2/J DEFGRID3
* xyz 1 1
C -5.010 -5.327 0.169
C -5.650 -4.071 0.645
O -5.340 -2.998 0.239
O -6.686 -4.138 1.649
C -7.929 -4.145 1.098
S -8.855 -5.769 1.324
S -9.557 -6.231 -0.540
Br -7.445 -7.332 1.869
H -5.116 -6.138 0.861
H -3.962 -5.091 0.070
H -5.406 -5.557 -0.808
H -7.899 -3.933 0.041
H -8.565 -3.409 1.558
H -8.514 -5.799 -1.277
C -1.736 -2.433 1.407
S -1.706 -2.622 -0.375
O -2.347 -3.945 -0.685
C 0.066 -2.845 -0.506
H -2.774 -2.313 1.717
H -1.309 -3.319 1.877
H -1.164 -1.545 1.677
H 0.377 -3.704 0.089
H 0.559 -1.934 -0.160
H 0.308 -3.018 -1.553
C 1.037 2.721 -0.469
S 0.119 1.663 0.646
O 0.728 0.302 0.572
C -1.388 1.613 -0.334
H 2.041 2.857 -0.070
H 1.097 2.256 -1.452
H 0.543 3.690 -0.536
H -1.166 1.219 -1.326
H -1.804 2.617 -0.407
H -2.099 0.960 0.168
C 5.175 5.809 1.035
S 5.422 4.753 -0.390
O 4.081 4.254 -0.810
C 6.223 3.410 0.496
H 4.651 6.699 0.710
H 4.582 5.280 1.782
H 6.139 6.098 1.446
H 5.560 3.042 1.279
H 7.158 3.770 0.926
H 6.431 2.613 -0.214
C -0.791 -6.496 -1.070
S 0.620 -7.607 -1.104
O 1.824 -6.767 -0.886
C 0.536 -7.966 -2.864
H -0.894 -6.112 -0.060
H -0.627 -5.668 -1.756
H -1.695 -7.040 -1.346
H 0.612 -7.039 -3.431
H -0.402 -8.475 -3.086
H 1.371 -8.618 -3.112
C 6.204 11.081 0.392
S 5.240 10.049 1.501
O 5.821 8.681 1.436
C 3.751 10.033 0.495
H 7.201 11.185 0.815
H 6.267 10.608 -0.587
H 5.737 12.063 0.314
H 3.979 9.631 -0.492
H 3.359 11.046 0.413
H 3.018 9.399 0.990
*
```

***

4.
A 9-piece molecular cluster, C13H36Cl8O5 overall at a distorted geometry. Source: OMol25; level of theory: ωB97M-V/def2-TZVPD.

Orbital gap in hartree: 0.3912
SMILES: ClCCCl.ClCCCl.ClCCCl.ClCCCl.CO.CO.CO.CO.CO
LUMO energy in eV: 0.48
E_HOMO in eV: -10.16

```
! wB97M-V def2-TZVPD RIJCOSX def2/J DEFGRID3
* xyz 0 1
C -2.460 -3.726 -0.135
O -2.563 -2.647 0.806
H -1.351 -3.827 -0.219
H -2.840 -4.643 0.343
H -2.935 -3.413 -1.080
H -3.448 -2.576 1.112
C 1.721 4.159 -1.926
O 1.279 2.850 -1.418
H 1.505 4.266 -2.991
H 1.096 4.862 -1.391
H 2.786 4.388 -1.696
H 1.696 2.182 -1.977
C 1.835 0.795 1.398
O 2.576 1.256 0.272
H 0.979 0.180 1.013
H 2.416 0.199 2.157
H 1.346 1.687 1.944
H 2.141 2.050 -0.097
C 5.275 1.487 -2.490
O 3.845 1.432 -2.309
H 5.734 0.686 -1.869
H 5.508 1.280 -3.504
H 5.581 2.464 -2.212
H 3.729 1.319 -1.374
C -1.971 0.264 -0.676
O -1.330 -0.138 0.529
H -1.535 1.216 -1.041
H -1.970 -0.484 -1.484
H -3.014 0.457 -0.485
H -1.727 -1.037 0.725
Cl -0.237 -6.187 1.039
C 0.918 -5.852 -0.325
C 1.943 -4.736 -0.096
Cl 1.230 -3.131 0.305
H 0.261 -5.545 -1.128
H 1.469 -6.839 -0.533
H 2.327 -4.519 -1.100
H 2.670 -4.890 0.685
Cl -0.222 5.475 0.594
C -0.302 3.813 1.345
C -1.671 3.497 1.976
Cl -1.999 4.440 3.498
H 0.416 3.812 2.168
H -0.037 3.077 0.566
H -1.608 2.494 2.396
H -2.594 3.609 1.352
Cl -4.536 -1.140 3.195
C -3.073 -0.177 3.593
C -3.421 1.048 4.334
Cl -4.261 0.881 5.886
H -2.485 0.224 2.748
H -2.422 -0.902 4.144
H -4.097 1.763 3.795
H -2.529 1.606 4.579
Cl -1.609 -1.010 -4.532
C -0.187 -0.492 -3.487
C 0.383 -1.517 -2.506
Cl 1.007 -2.866 -3.503
H -0.564 0.326 -2.931
H 0.581 -0.203 -4.249
H -0.449 -1.894 -1.859
H 1.198 -1.153 -1.875
*
```

***

In the order shown, the computed total energy values come out to -269959.06524 -129416.02556 -174274.31452 -124480.09708 eV.